# 1
Density functional theory data (wB97M-V/def2-TZVPD) for a 3-piece molecular cluster, C5H14N overall.

Calculated values
Spin multiplicity ... 2
Frontier orbital gap (spin up / spin down) ... 9.03 / 9.20 eV
LUMO (spin up / spin down) ... 1.14 / 0.39 eV

Structure (XYZ):
```
20
Properties=species:S:1:pos:R:3:nbo_charge:R:1
C 3.15 -0.72 1.52 -0.189
C 1.96 -1.67 1.04 -0.412
C 0.97 -1.17 -0.05 -0.480
C 0.59 0.24 0.28 -0.109
C 1.17 1.35 -0.53 -0.713
N 2.78 0.49 2.19 -0.836
H 4.00 -1.32 1.92 0.205
H 3.83 -0.45 0.47 0.093
H 1.31 -1.64 1.93 0.206
H 2.63 -2.52 0.82 0.221
H 0.19 -1.97 0.01 0.221
H 1.48 -1.41 -1.07 0.203
H 2.15 1.00 1.57 0.367
H -0.45 0.29 0.63 0.187
H 2.12 1.04 -0.98 0.220
H 0.58 1.51 -1.45 0.230
H 1.29 2.39 -0.22 0.229
H -44.32 4.97 -17.33 0.000
H -45.01 5.31 -17.81 0.000
H 3.61 1.06 2.27 0.356
```

# 2
Density functional theory data (wB97M-V/def2-TZVPD) for C18H15NO2S in the gas phase.

Calculated values
Spin multiplicity ... 1
Frontier orbital gap ... 7.33 eV
SMILES ... [H]/N=C/CC1=C(Cc2ccccc2C)C(=O)C(S)=C(C#C)C1=O
LUMO ... -1.54 eV

Structure (XYZ):
```
37
Properties=species:S:1:pos:R:3:nbo_charge:R:1
H 2.82 4.34 0.06 0.336
N 3.08 3.52 -0.49 -0.586
C 2.05 2.80 -0.68 0.142
C 2.17 1.53 -1.46 -0.530
C 1.84 0.33 -0.63 -0.048
C 0.59 -0.10 -0.36 -0.020
C -0.61 0.61 -0.94 -0.463
C -1.92 0.33 -0.25 -0.025
C -2.09 0.78 1.04 -0.157
C -3.27 0.58 1.72 -0.232
C -4.31 -0.08 1.11 -0.202
C -4.16 -0.54 -0.19 -0.208
C -2.97 -0.34 -0.87 0.010
C -2.83 -0.84 -2.28 -0.632
C 0.42 -1.32 0.45 0.487
O -0.60 -1.96 0.43 -0.474
C 1.57 -1.79 1.28 -0.182
S 1.23 -2.95 2.56 0.052
C 2.82 -1.34 1.03 -0.157
C 3.94 -1.73 1.78 -0.051
C 4.81 -1.80 2.59 -0.124
C 3.01 -0.41 -0.11 0.580
O 4.11 -0.27 -0.60 -0.491
H 1.08 3.10 -0.29 0.149
H 3.20 1.47 -1.79 0.273
H 1.56 1.54 -2.36 0.233
H -0.64 0.41 -2.01 0.237
H -0.44 1.67 -0.85 0.230
H -1.30 1.30 1.56 0.193
H -3.40 0.95 2.72 0.211
H -5.25 -0.24 1.62 0.211
H -4.98 -1.05 -0.66 0.208
H -3.72 -1.33 -2.64 0.220
H -1.95 -1.48 -2.37 0.219
H -2.66 0.02 -2.93 0.209
H 1.87 -4.03 2.09 0.144
H 5.58 -1.93 3.30 0.237
```

# 3
Density functional theory data (wB97M-V/def2-TZVPD) for C17H25N3O3 in the gas phase.

Calculated values
Spin multiplicity ... 1
Frontier orbital gap ... 8.79 eV
SMILES ... CCOc1ccc(NC(=O)C(=O)NC[C@@H]2CCCN2CC)cc1
LUMO ... 0.80 eV

Structure (XYZ):
```
48
Properties=species:S:1:pos:R:3:nbo_charge:R:1
C 4.06 6.32 2.95 -0.638
C 4.52 5.03 3.63 -0.062
O 4.67 3.96 2.73 -0.493
C 3.57 3.32 2.24 0.280
C 3.82 2.36 1.25 -0.238
C 2.80 1.64 0.69 -0.212
C 1.48 1.86 1.09 0.109
N 0.40 1.16 0.54 -0.571
C 0.37 0.24 -0.43 0.580
O 1.31 -0.23 -1.06 -0.621
C -1.07 -0.20 -0.71 0.588
O -2.00 0.25 -0.05 -0.639
N -1.15 -1.06 -1.72 -0.588
C -2.36 -1.69 -2.16 -0.229
C -2.45 -3.17 -1.73 -0.046
C -1.50 -4.07 -2.53 -0.411
C -2.41 -4.66 -3.60 -0.407
C -3.72 -4.84 -2.84 -0.211
N -3.79 -3.65 -2.02 -0.455
C -4.75 -3.65 -0.94 -0.201
C -4.52 -4.67 0.18 -0.635
C 1.23 2.80 2.08 -0.221
C 2.26 3.53 2.65 -0.254
H 4.76 6.59 2.17 0.216
H 3.08 6.19 2.50 0.212
H 4.01 7.12 3.68 0.214
H 5.52 5.17 4.05 0.194
H 3.84 4.76 4.45 0.168
H 4.84 2.20 0.95 0.226
H 3.00 0.90 -0.07 0.251
H -0.52 1.38 0.91 0.433
H -0.26 -1.34 -2.11 0.424
H -3.19 -1.14 -1.72 0.230
H -2.43 -1.63 -3.25 0.199
H -2.22 -3.21 -0.65 0.188
H -0.66 -3.53 -2.94 0.205
H -1.12 -4.87 -1.89 0.210
H -2.03 -5.60 -4.01 0.215
H -2.55 -3.95 -4.42 0.202
H -4.59 -4.89 -3.50 0.198
H -3.68 -5.77 -2.25 0.161
H -5.73 -3.82 -1.38 0.193
H -4.74 -2.64 -0.51 0.197
H -4.61 -5.69 -0.20 0.202
H -5.26 -4.53 0.96 0.216
H -3.53 -4.55 0.61 0.202
H 0.21 2.98 2.40 0.209
H 2.01 4.26 3.41 0.210
```

Number 1: DFT total energy -253.475729 Eh. Number 2: DFT total energy -1298.219914 Eh. Number 3: DFT total energy -1052.812442 Eh.